No. 1
27
Properties=species:S:1:pos:R:3:forces:R:3 method="wB97M-V/def2-TZVPD" gap_ev="6.30 / 6.82" e_tot_ha=-735.8509 spin_multiplicity=3 mol_weight_g_mol=210.22 de_lowest_kcal_mol=0.0 charge=+1
C 1.16244 0.28476 -2.23935 1.1 -4.0 0.5
C 1.71684 -1.13374 -0.40861 0.3 0.0 0.9
C 0.71539 1.22557 -1.32773 0.1 0.3 -1.0
C 1.57720 -1.03564 -1.82803 -1.0 4.4 -0.8
C 1.39693 -0.02903 0.46688 -0.3 -0.5 -0.9
C -2.02613 0.02152 -0.06691 1.7 -2.9 0.5
C -1.88416 -2.00709 -1.04448 0.7 -0.7 0.4
C 1.49893 0.85400 2.68516 -1.6 2.4 -2.3
N 0.79272 1.04056 -0.01771 0.5 1.0 4.1
N -1.18253 -1.04166 -0.29234 -2.3 -0.1 -1.0
N -3.24097 -0.38770 -0.38057 -0.2 0.2 -0.2
N -1.69807 1.09100 0.57456 -0.6 1.6 0.0
N -1.34752 -3.02811 -1.54558 -1.6 0.5 -0.2
O -3.23603 -1.64902 -1.03380 0.3 1.1 0.3
O 1.56979 -0.24418 1.75013 -0.1 0.0 -0.9
H 1.04017 0.62085 -3.22599 0.2 -0.2 -1.5
H 2.04583 -2.00949 0.06903 0.6 -1.0 0.4
H 0.20491 2.07322 -1.70516 -0.4 0.8 0.0
H 2.18121 1.61912 2.28351 0.2 -0.3 0.6
H 1.80925 0.43406 3.60963 -0.2 0.0 0.8
H 0.47537 1.44218 2.57335 1.8 -1.8 0.9
H -0.18467 -1.10501 -0.40200 0.4 0.3 0.2
H -4.02198 0.25068 -0.37378 -0.6 -0.8 -0.5
H -2.46805 1.76342 0.55776 0.8 0.3 0.5
H -0.61013 1.31814 0.62187 -0.8 -0.1 -0.4
H -2.06468 -3.58905 -2.04502 0.7 0.2 0.3
H 1.91588 -1.76007 -2.50184 0.3 -0.9 -0.7

---

No. 2
31
Properties=species:S:1:pos:R:3:forces:R:3 method="wB97M-V/def2-TZVPD" gap_ev=8.33 e_tot_ha=-1626.3332 spin_multiplicity=1 mol_weight_g_mol=305.26
O -1.77370 2.41550 -3.60528 -2.5 -3.6 -1.7
N 2.98678 0.50796 2.78334 -0.5 -0.9 -2.8
N 1.22948 0.21963 4.38678 0.9 1.0 -1.4
N -0.90042 -0.58476 3.62308 1.0 1.6 2.1
O 1.19546 1.56205 -1.18720 2.2 -2.3 0.6
O 0.66762 2.56653 -4.12419 0.3 -0.4 1.7
O -0.76893 3.92758 -2.46885 2.5 3.6 2.8
S -1.45600 -1.35947 1.42150 -2.6 -2.0 -2.8
C 3.03242 0.20199 1.46258 -2.0 0.3 2.2
C -0.03581 -0.06968 4.52640 1.6 -1.3 1.1
C 1.68740 0.17767 3.11254 1.0 1.1 2.8
C -0.38567 -0.65418 2.45113 1.6 0.3 -1.5
C 0.92558 -0.24030 2.06788 -1.2 -0.7 1.2
N -0.41211 -0.16480 5.80107 0.1 1.3 -0.3
N 1.77617 -0.32028 1.01999 2.0 0.8 -1.1
C 1.95154 0.27204 -1.30147 0.3 0.6 -1.0
C 1.55839 -0.83110 -0.31068 -0.3 1.1 -1.0
C -0.14353 1.44149 -1.54102 -0.5 -1.8 -0.2
P -0.46168 2.51192 -2.96838 -0.4 -0.5 -1.8
H 0.34002 3.27356 -4.69959 0.1 -0.1 -0.2
H -1.68904 3.75625 -2.71556 -1.3 1.3 0.0
H -2.29386 -1.72102 2.45537 0.4 0.3 -0.9
H 3.88192 0.50883 0.83972 -0.6 -0.7 0.1
H -1.25941 -0.60129 5.86155 -2.3 -1.2 1.4
H 0.27136 -0.01455 6.49834 0.2 -0.1 0.7
H 3.01558 0.42918 -1.12764 -0.2 0.9 0.1
H 1.95865 -0.03712 -2.37019 -0.6 -0.1 0.6
H 2.17253 -1.71049 -0.40404 0.4 -0.3 -0.6
H 0.54696 -1.14295 -0.57007 -0.2 0.0 0.9
H -0.42962 0.36642 -1.87390 0.3 1.6 0.6
H -0.78359 1.71788 -0.63870 0.4 -0.1 -1.5